No. 1
# C5H8O2P

C5H8O2P as an isolated structure (ωB97M-V/def2-TZVPD, OMol25).

Results
Total energy ... -687.116270 Ha
Kohn-Sham gap ... 7.684 eV
Relative energy (zero: lowest compared OMol25 entry of this formula, charge and spin) ... 62.9 kcal/mol
LUMO energy ... 0.1421 hartree
HOMO energy ... -3.818 eV

The geometry in ORCA input format:
```
! RIJCOSX wB97M-V def2-TZVPD def2/J DEFGRID3
* xyz -1 1
P 0.498 1.052 1.830
O 0.989 -0.201 2.530
O 1.516 1.095 0.387
C -1.594 0.734 0.869
C 1.983 -1.096 -0.484
C -3.589 0.448 -0.933
C -2.461 0.686 -0.015
C 2.475 0.129 0.258
H 2.809 -0.141 1.355
H 1.535 -1.990 0.119
H 2.810 -1.647 -0.983
H 3.388 0.513 -0.163
H -4.403 1.074 -0.689
H -3.217 0.556 -1.963
H 1.239 -0.716 -1.238
H -3.979 -0.495 -0.880
*
```

***

No. 2
# C22H26N4O2

One molecule with the formula C22H26N4O2 (ωB97M-V/def2-TZVPD, OMol25).

Results
SMILES ... Cc1cccc(-n2ncc3c2CCC[C@H]3NC(=O)Cc2c(C)noc2C)c1C
Total energy ... -1223.442809 Ha
Kohn-Sham gap ... 9.530 eV
Relative energy (zero: lowest compared OMol25 entry of this formula, charge and spin) ... 35.3 kcal/mol
LUMO energy ... 0.0251 hartree
HOMO energy ... -8.848 eV

The geometry in ORCA input format:
```
! RIJCOSX wB97M-V def2-TZVPD def2/J DEFGRID3
* xyz 0 1
O 3.211 -2.605 1.333
O 4.609 2.370 -0.937
N 2.106 -0.797 0.559
N -2.288 0.268 0.559
N -1.742 0.684 1.706
N 4.959 1.357 -1.772
C -0.306 -0.667 0.641
C 3.954 2.812 1.364
C 0.873 -1.481 0.225
C 4.549 0.515 0.267
C -0.619 -2.246 -1.668
C -1.450 -0.546 -0.122
C 3.181 -1.420 1.080
C -0.551 0.123 1.775
C 4.358 1.872 0.288
C -1.670 -1.150 -1.461
C 4.362 -0.484 1.352
C 0.777 -1.753 -1.287
C -7.084 -0.649 -0.264
C -4.501 -1.597 0.668
C 4.931 0.249 -1.082
C -3.732 2.015 -0.239
C -4.654 -0.191 0.176
C -6.043 1.588 -0.670
C -3.576 0.694 0.159
C -4.971 2.462 -0.653
C -5.902 0.270 -0.257
C 5.260 -1.071 -1.667
H 3.870 3.813 0.952
H 1.525 -2.495 -1.565
H 4.177 0.023 2.302
H -5.101 3.487 -0.965
H 6.194 -1.441 -1.244
H 5.368 -0.981 -2.744
H 5.252 -1.107 1.463
H -6.883 -1.533 -0.869
H -7.011 1.936 -1.001
H 0.903 -2.434 0.768
H -1.560 -0.377 -2.230
H 0.997 -0.828 -1.828
H -5.213 -1.789 1.470
H -7.960 -0.146 -0.667
H -2.678 -1.557 -1.553
H 2.997 2.519 1.793
H 0.083 0.299 2.621
H 4.478 -1.791 -1.431
H -3.501 -1.778 1.051
H -4.706 -2.313 -0.129
H 2.157 0.186 0.339
H -7.314 -0.985 0.746
H -2.879 2.675 -0.215
H 4.697 2.818 2.161
H -0.624 -2.567 -2.711
H -0.871 -3.109 -1.048
*
```

***

No. 3
# C5H15NO

A 2-piece molecular cluster, C5H15NO overall (ωB97M-V/def2-TZVPD, OMol25).

Results
SMILES ... CC(C)N(C)C.O
Total energy ... -329.416333 Ha
Kohn-Sham gap ... 8.843 eV
Relative energy (zero: lowest compared OMol25 entry of this formula, charge and spin) ... 57.3 kcal/mol
LUMO energy ... 0.0277 hartree
HOMO energy ... -8.088 eV

The geometry in ORCA input format:
```
! RIJCOSX wB97M-V def2-TZVPD def2/J DEFGRID3
* xyz 0 1
O 4.356 -1.930 -0.248
N 0.040 0.831 -0.050
C 0.842 1.048 1.170
C 0.639 -0.135 -0.939
C -1.939 -0.013 1.271
C -1.981 0.147 -1.188
C -1.391 0.779 0.100
H 1.868 1.004 0.839
H 0.463 -1.202 -0.541
H -1.673 -1.085 1.219
H 4.426 -2.734 -0.834
H 3.466 -1.535 -0.443
H -2.909 0.412 1.497
H 0.643 0.164 1.892
H -1.482 -0.776 -1.372
H 1.781 0.002 -1.104
H -1.468 0.266 2.249
H 0.195 0.065 -1.942
H -3.010 0.151 -0.967
H 0.528 1.981 1.560
H -1.676 1.790 0.026
H -1.718 0.770 -2.198
*
```

***

No. 4
# C4H10N3O

A 2-piece molecular cluster, C4H10N3O overall (ωB97M-V/def2-TZVPD, OMol25).

Results
Total energy ... -397.593101 Ha
Kohn-Sham gap ... 9.400 eV
Relative energy (zero: lowest compared OMol25 entry of this formula, charge and spin) ... 54.1 kcal/mol
LUMO energy ... -0.1267 hartree
HOMO energy ... -12.846 eV

The geometry in ORCA input format:
```
! RIJCOSX wB97M-V def2-TZVPD def2/J DEFGRID3
* xyz 1 1
O -3.071 1.120 -0.386
N 0.929 -0.533 -0.991
N 1.887 0.717 0.786
N -0.058 0.288 -0.389
C 2.328 -0.124 -0.226
C -3.031 -1.135 0.567
C 0.700 1.360 0.269
C -3.113 0.053 0.064
H 2.900 0.403 -0.994
H 0.981 2.097 -0.491
H -3.016 -1.283 1.631
H 2.849 -1.019 0.114
H 0.107 1.843 1.040
H 0.716 -1.537 -0.930
H 1.018 -0.282 -1.985
H 1.744 0.271 1.686
H -0.636 -0.238 0.270
H -3.237 -2.001 -0.035
*
```